Record 1
A molecular structure, C9H13NORu in a non-equilibrium geometry. Source: the Open Molecules 2025 dataset; level of theory: ωB97M-V/def2-TZVPD.

Structure (XYZ):
```
25
C9H13NORu ωB97M-V/def2-TZVPD
C 2.135 -0.144 -1.108
C 1.294 0.842 -1.698
C 0.145 0.183 -2.219
C 0.268 -1.206 -1.941
C 1.497 -1.409 -1.249
Ru 0.143 -0.108 0.180
N 0.776 -0.607 1.849
C 0.880 0.831 2.297
C 0.399 1.742 1.139
H -0.702 0.667 -2.710
H 1.493 1.913 -1.742
H -0.464 -1.978 -2.182
H 1.874 -2.364 -0.876
H 3.080 0.042 -0.594
H 1.167 2.459 0.815
H 0.262 0.975 3.207
H 1.231 -1.263 2.484
H -0.553 2.250 1.352
H 1.933 1.061 2.551
C -2.915 -1.072 0.178
C -2.036 0.110 -0.061
O -2.518 1.183 -0.385
H -2.285 -1.941 0.460
H -3.478 -1.316 -0.747
H -3.626 -0.854 1.001
```

Values from the calculation:
HOMO (spin up / spin down) = -0.797 / -3.454 eV
net charge = -1
2S+1 = 6
frontier orbital gap (spin up / spin down) = 4.74 / 7.19 eV

Record 2
C9H13NOSSi in the gas phase in a non-equilibrium geometry. Source: the Open Molecules 2025 dataset; level of theory: ωB97M-V/def2-TZVPD.

Structure (XYZ):
```
26
C9H13NOSSi ωB97M-V/def2-TZVPD
C -2.045 1.879 0.889
C 1.481 0.473 3.244
C 1.143 0.577 1.922
C 0.492 0.429 4.113
C -0.187 0.655 1.781
C 0.513 0.617 -3.132
C -1.616 -1.409 -2.031
C 1.369 -1.376 -1.073
C -1.081 0.817 0.600
N -2.846 2.683 1.079
O -0.311 0.897 -0.517
Si -0.028 -0.317 -1.613
S -1.026 0.694 3.344
H 2.506 0.183 3.616
H 1.830 0.490 1.059
H 0.520 0.498 5.220
H 1.284 0.018 -3.505
H -0.383 0.635 -3.788
H 0.922 1.557 -2.931
H -2.123 -1.458 -1.048
H -2.295 -1.026 -2.726
H -1.093 -2.254 -2.514
H 2.250 -1.596 -1.723
H 1.612 -1.132 -0.014
H 0.833 -2.399 -0.876
H -1.721 -0.136 0.623
```

Values from the calculation:
HOMO = -9.183 eV
SMILES string = C[Si](C)(C)O[C@H](C#N)c1cccs1
frontier orbital gap = 9.74 eV

Record 3
C9H13NSi in the gas phase in a non-equilibrium geometry. Source: the Open Molecules 2025 dataset; level of theory: ωB97M-V/def2-TZVPD.

Structure (XYZ):
```
24
C9H13NSi ωB97M-V/def2-TZVPD
C 2.580 0.831 1.229
C 3.416 0.223 0.485
C 1.281 1.087 0.731
C 3.091 -0.345 -0.774
C 0.891 0.816 -0.599
C 1.816 -0.125 -1.238
C -0.431 0.963 -1.196
C -1.618 -0.049 -0.876
C -2.765 0.216 0.065
N -0.901 -1.184 -0.642
Si -0.255 -1.869 0.640
H 2.748 1.291 2.287
H 4.397 0.211 0.999
H 0.705 1.470 1.493
H 3.814 -1.006 -1.201
H -0.670 1.924 -0.610
H -0.442 1.102 -2.224
H -2.328 -0.069 -1.699
H -2.568 0.309 1.150
H -3.439 -0.677 0.025
H -3.317 1.082 -0.211
H 0.087 -1.910 2.056
H 0.222 -3.143 0.115
H 1.614 -0.413 -2.425
```

Values from the calculation:
HOMO = -8.657 eV
SMILES string = C[C@@H](Cc1ccccc1)N=[SiH2]
frontier orbital gap = 9.00 eV

Record 4
A gas-phase ion, C9H13O (charge +1) in a non-equilibrium geometry. Source: the Open Molecules 2025 dataset; level of theory: ωB97M-V/def2-TZVPD.

Structure (XYZ):
```
23
C9H13O ωB97M-V/def2-TZVPD
C 2.839 1.139 -0.457
C 2.701 1.161 0.802
C 3.068 -0.208 0.258
C 2.142 -1.297 0.148
C -0.140 -0.702 0.701
C -2.069 0.541 1.146
C -2.329 -1.350 -0.609
C -0.875 0.831 -1.057
C -1.391 -0.208 0.005
O 0.923 -1.048 0.238
H 2.385 1.668 -1.334
H 2.956 1.582 1.737
H 4.146 -0.590 0.048
H 2.511 -2.274 0.108
H -1.413 1.278 1.571
H -3.004 1.108 1.064
H -2.484 -0.053 1.999
H -3.089 -1.816 0.152
H -1.625 -1.949 -1.109
H -2.985 -0.896 -1.401
H -1.091 1.844 -0.861
H -1.348 0.507 -2.011
H 0.171 0.732 -1.136
```

Values from the calculation:
HOMO (spin up / spin down) = -12.691 / -12.684 eV
net charge = +1
frontier orbital gap (spin up / spin down) = 7.65 / 7.64 eV

Record 5
A molecular structure, C9H13P in a non-equilibrium geometry. Source: the Open Molecules 2025 dataset; level of theory: ωB97M-V/def2-TZVPD.

Structure (XYZ):
```
23
C9H13P ωB97M-V/def2-TZVPD
C 0.888 1.422 0.428
C 1.447 -1.746 0.001
C 0.523 1.066 -1.050
C 0.317 -1.757 -1.128
C 0.407 0.372 1.361
C 0.836 -1.151 1.206
C -0.492 -0.559 -0.686
C -0.497 -0.572 0.715
C -2.548 1.279 0.028
P -2.223 -0.608 -0.069
H 1.988 1.716 0.468
H 0.390 2.457 0.641
H 1.672 -2.762 0.108
H 2.340 -1.145 -0.441
H -0.063 1.795 -1.647
H 1.467 0.784 -1.621
H 0.578 -1.778 -2.186
H -0.435 -2.590 -1.095
H 0.335 0.649 2.446
H 0.934 -1.725 2.064
H -1.737 1.722 0.685
H -3.364 1.236 0.628
H -2.763 1.894 -0.854
```

Values from the calculation:
HOMO = -8.604 eV
frontier orbital gap = 9.67 eV

Record 6
2 unconnected molecules or ions with the total composition C9H14 in a non-equilibrium geometry. Source: the Open Molecules 2025 dataset; level of theory: ωB97M-V/def2-TZVPD.

Structure (XYZ):
```
23
C9H14 ωB97M-V/def2-TZVPD
C 2.866 0.009 -1.517
C 4.337 0.396 -1.640
H 2.686 -0.972 -1.954
H 2.555 -0.003 -0.472
H 2.214 0.731 -2.013
H 4.525 1.366 -1.175
H 4.683 0.440 -2.673
H 4.970 -0.323 -1.112
C -1.314 -2.486 0.504
C -0.565 1.136 -0.363
C -0.607 -0.244 -0.410
C -1.248 1.823 0.636
C -1.318 -0.982 0.533
C -1.991 1.103 1.572
C -2.014 -0.287 1.509
H 0.013 1.686 -1.097
H -0.052 -0.777 -1.172
H -1.189 2.904 0.639
H -2.543 1.629 2.341
H -1.282 -2.849 -0.526
H -2.238 -2.845 0.967
H -2.598 -0.824 2.248
H -0.464 -2.913 1.036
```

Values from the calculation:
HOMO (spin up / spin down) = 1.340 / -3.651 eV
net charge = -1
2S+1 = 2
frontier orbital gap (spin up / spin down) = 2.31 / 7.15 eV

Looking at energy relative to the best compared isomer or geometry (same formula, charge and spin) for the records above, in order, we have 0.000; 0.000; 3.708; 7.809; 2.890; 0.214 eV.
Looking at M for the records above, in order, we have 252.28; 211.36; 163.30; 137.20; 152.18; 122.21 g mol⁻¹.